Arrangement A

The following is a DFT calculation (wB97M-V/def2-TZVPD) of C30H20Cl5N5O6Sr as an isolated structure.

Element x y z (Å)
Sr 0.90 0.30 0.14
O 1.97 3.47 3.53
C 1.48 2.82 2.48
O 2.17 2.20 1.71
C -0.01 2.92 2.35
C -0.82 3.63 3.21
C -2.19 3.60 2.97
C -2.68 2.87 1.90
C -1.78 2.18 1.09
N -0.47 2.22 1.32
C -2.28 1.29 -0.06
O -3.50 1.31 -0.24
O -1.40 0.62 -0.67
H 2.93 3.33 3.54
H -0.40 4.18 4.04
H -2.87 4.14 3.62
H -3.73 2.80 1.68
C 0.87 -3.02 -3.36
C 0.64 -2.33 -4.53
C 0.63 -0.95 -4.52
C 0.85 -0.28 -3.31
N 1.06 -0.95 -2.18
C 1.08 -2.28 -2.20
C 0.87 1.21 -3.23
C 0.63 2.01 -4.35
C 0.67 3.39 -4.23
C 0.97 3.94 -3.00
C 1.19 3.08 -1.94
N 1.15 1.76 -2.05
H 0.90 -4.10 -3.32
H 0.47 -2.86 -5.46
H 0.46 -0.41 -5.43
H 1.28 -2.77 -1.26
H 0.40 1.57 -5.31
H 0.48 4.01 -5.09
H 1.02 5.01 -2.85
H 1.43 3.47 -0.95
Cl 2.17 -2.41 2.88
C 3.53 -1.92 1.85
C 3.24 -1.10 0.78
C 4.34 -0.74 0.03
Cl 4.08 0.37 -1.34
C 5.65 -1.16 0.28
Cl 6.97 -0.67 -0.71
C 5.86 -2.01 1.36
Cl 7.46 -2.57 1.71
C 4.79 -2.40 2.17
Cl 5.06 -3.43 3.52
O -4.91 -1.01 -0.48
C -3.93 -1.83 -1.05
N -3.87 -3.12 -0.38
C -3.69 -3.31 0.97
O -4.17 -4.27 1.54
C -2.85 -2.33 1.73
C -3.16 -2.07 3.06
C -2.35 -1.23 3.80
C -1.24 -0.68 3.18
N -0.92 -0.92 1.91
C -1.71 -1.74 1.21
H -4.53 -0.10 -0.45
H -2.96 -1.33 -1.03
H -4.17 -2.06 -2.09
H -4.50 -3.82 -0.74
H -4.04 -2.55 3.49
H -2.56 -1.01 4.83
H -0.57 -0.02 3.72
H -1.41 -1.94 0.19

Values from the calculation:
2S+1	1
highest occupied orbital energy	-0.301	Ha
orbital gap	7.4700	eV

Arrangement B

The following is a DFT calculation (wB97M-V/def2-TZVPD) of C30H20Cl5N5O6Sr as an isolated structure.

Element x y z (Å)
Sr -0.34 -0.73 -0.89
O -3.91 2.17 -1.13
C -3.01 1.26 -0.79
O -2.80 0.25 -1.42
C -2.27 1.59 0.48
C -2.67 2.54 1.40
C -1.93 2.65 2.58
C -0.87 1.79 2.81
C -0.54 0.86 1.83
N -1.22 0.80 0.69
C 0.49 -0.28 2.06
O 0.81 -0.47 3.23
O 0.82 -0.93 1.03
H -4.30 1.88 -1.97
H -3.53 3.17 1.21
H -2.20 3.39 3.32
H -0.31 1.82 3.73
C -2.07 -3.00 3.16
C -1.92 -4.30 2.70
C -1.94 -4.52 1.34
C -2.07 -3.44 0.48
N -2.16 -2.17 0.91
C -2.19 -1.98 2.23
C -2.20 -3.66 -0.99
C -3.11 -4.61 -1.46
C -3.25 -4.77 -2.83
C -2.49 -3.98 -3.68
C -1.63 -3.05 -3.13
N -1.49 -2.88 -1.81
H -2.08 -2.77 4.22
H -1.80 -5.12 3.39
H -1.84 -5.52 0.93
H -2.30 -0.96 2.56
H -3.70 -5.19 -0.77
H -3.94 -5.49 -3.23
H -2.56 -4.08 -4.76
H -1.02 -2.40 -3.75
Cl -0.94 2.40 -3.06
C 0.38 1.39 -3.72
C 0.65 0.19 -3.11
C 1.66 -0.53 -3.71
Cl 2.05 -2.12 -2.98
C 2.39 -0.13 -4.82
Cl 3.63 -1.11 -5.50
C 2.08 1.11 -5.38
Cl 2.95 1.67 -6.76
C 1.06 1.89 -4.83
Cl 0.68 3.42 -5.53
O 3.05 1.14 4.19
C 4.00 0.58 3.31
N 4.88 1.60 2.81
C 4.51 2.76 2.19
O 5.25 3.73 2.16
C 3.18 2.84 1.48
C 2.43 4.00 1.62
C 1.29 4.14 0.85
C 0.95 3.13 -0.03
N 1.65 2.00 -0.18
C 2.75 1.88 0.58
H 2.28 0.56 4.14
H 3.50 0.07 2.49
H 4.63 -0.15 3.82
H 5.77 1.70 3.29
H 2.76 4.77 2.30
H 0.68 5.03 0.92
H 0.08 3.23 -0.67
H 3.33 0.97 0.43

Values from the calculation:
2S+1	1
highest occupied orbital energy	-0.310	Ha
orbital gap	7.8413	eV

Relative energy table, unit kcal/mol: arrangement A 0.0; arrangement B 17.2

Arrangement A

The following is a DFT calculation (wB97M-V/def2-TZVPD) of an isolated ion of composition C6H11N2S and charge +1.

Element x y z (Å)
C 1.50 1.23 -0.96
C 0.04 1.19 -0.72
C -0.84 0.40 0.48
N -0.21 -0.82 1.11
C 0.07 -0.90 2.52
C 0.20 -1.63 0.14
N -0.23 -1.20 -1.04
C -1.09 0.08 -1.04
S -2.46 0.33 -2.15
H 1.54 1.18 -2.02
H 2.13 0.55 -0.36
H 1.81 2.21 -0.60
H -0.26 2.18 -0.57
H -1.63 0.90 0.99
H -0.05 -1.92 2.85
H 1.11 -0.61 2.68
H -0.56 -0.25 3.00
H 0.76 -2.58 0.28
H -0.34 -1.62 -2.00
H -1.49 1.27 -2.59

Values from the calculation:
2S+1	1
charge	+1
highest occupied orbital energy	-0.489	Ha
orbital gap	10.0125	eV
SMILES	C[C@@H]1[C@@H]2N(C)C=[NH+][C@]12S

Arrangement B

The following is a DFT calculation (wB97M-V/def2-TZVPD) of an isolated ion of composition C6H11N2S and charge +1.

Element x y z (Å)
C 1.06 0.22 -0.21
C -1.60 0.93 -0.36
C -0.48 1.98 0.01
C -1.76 -1.45 0.87
C -1.12 -0.51 -0.14
C 3.77 -0.10 0.16
N 0.83 1.37 -0.01
N -1.81 -1.69 -0.59
S 2.20 -1.02 -0.19
H -2.44 1.20 0.19
H -1.86 1.02 -1.50
H -0.49 2.75 -0.67
H -0.79 2.38 1.02
H -1.41 -2.30 1.44
H -2.70 -0.86 1.27
H 4.54 -0.85 0.43
H 3.72 0.63 1.10
H 4.15 0.46 -0.74
H -1.10 -2.32 -1.04
H -2.72 -1.82 -1.01

Values from the calculation:
2S+1	1
charge	+1
highest occupied orbital energy	-0.465	Ha
orbital gap	9.2068	eV

Relative energy table, unit kcal/mol: arrangement A 0.0; arrangement B 44.6

Arrangement A

The following is a DFT calculation (wB97M-V/def2-TZVPD) of an isolated ion of composition C3H8N5 and charge +1.

Element x y z (Å)
C 1.34 0.92 -0.24
C -0.32 -1.45 0.91
C -1.96 -0.11 -0.46
N 0.10 0.95 0.41
N 1.26 -0.04 -1.22
N 0.24 -0.70 -1.19
N 2.33 1.73 0.15
N -0.61 -0.26 0.01
H -0.94 -2.10 0.45
H 0.69 -1.78 0.73
H -0.41 -1.25 1.95
H -2.26 -1.10 -0.95
H -2.70 0.20 0.30
H -1.96 0.67 -1.18
H 2.33 2.30 0.96
H 2.86 2.01 -0.64

Values from the calculation:
2S+1	3
charge	+1
highest occupied orbital energy (alpha / beta)	-0.451 / -0.556	Ha
orbital gap (alpha / beta)	9.4439 / 7.2205	eV
expectation value of S²	2.021

Arrangement B

The following is a DFT calculation (wB97M-V/def2-TZVPD) of a 3-piece molecular cluster, C3H8N5 overall.

Element x y z (Å)
C -1.21 1.35 -0.06
C -2.01 -0.68 0.10
C 0.29 -0.42 -0.38
N -2.26 0.59 -0.01
N 0.11 0.93 -0.19
N -0.80 -1.14 -0.03
N 1.47 -0.79 -0.79
N 1.19 1.66 -0.28
H -1.26 2.50 -0.10
H -2.69 -1.49 0.29
H 1.78 -0.68 1.44
H -0.87 -2.12 0.02
H 2.28 -0.16 -0.92
H 1.66 -1.74 -1.20
H 1.00 2.71 -0.07
H 1.32 -0.53 2.18

Values from the calculation:
2S+1	3
charge	+1
highest occupied orbital energy (alpha / beta)	-0.401 / -0.561	Ha
orbital gap (alpha / beta)	6.8024 / 9.1419	eV
expectation value of S²	2.028

Relative energy table, unit kcal/mol: arrangement A 23.1; arrangement B 0.0

Arrangement A

The following is a DFT calculation (wB97M-V/def2-TZVPD) of a 2-piece molecular cluster, C4H11NO4S overall.

Element x y z (Å)
C 0.21 -1.34 -1.27
C 2.03 0.62 -0.50
C 0.30 1.83 0.83
C -0.17 -0.27 -0.22
N 0.68 0.69 0.06
O -2.20 1.11 -1.16
O -2.54 -1.21 -0.34
O -2.18 0.62 1.27
O -0.48 -1.72 1.52
S -2.08 0.11 -0.09
H -0.79 -1.86 -1.54
H 0.77 -2.15 -0.87
H 0.73 -0.75 -1.94
H 2.65 0.10 0.25
H 2.18 -0.22 -1.24
H 2.48 1.58 -0.73
H -0.41 2.39 0.19
H -0.04 1.61 1.80
H 1.14 2.61 0.95
H -1.21 -1.45 2.07
H -1.06 -2.29 0.94

Values from the calculation:
2S+1	1
highest occupied orbital energy	-0.366	Ha
orbital gap	10.3529	eV

Arrangement B

The following is a DFT calculation (wB97M-V/def2-TZVPD) of C4H11NO4S as an isolated structure.

Element x y z (Å)
C 1.26 -0.05 1.51
C 0.91 -1.18 -0.53
C -1.47 1.42 -0.97
C -1.34 0.31 0.39
N 0.62 0.10 0.21
O -3.95 1.33 -0.35
O -3.41 1.68 -2.82
O -3.04 -0.44 -1.83
O -1.84 -0.81 0.29
S -3.21 1.10 -1.48
H 2.26 -0.35 1.35
H 1.37 0.99 2.15
H 0.71 -0.76 2.23
H 0.41 -1.98 0.02
H 0.26 -1.11 -1.39
H 1.91 -1.55 -0.82
H -1.20 2.41 -0.77
H -0.84 0.98 -1.70
H -1.32 0.96 1.33
H 0.98 0.89 -0.18
H -2.62 -1.03 -1.01

Values from the calculation:
2S+1	1
highest occupied orbital energy	-0.357	Ha
orbital gap	10.0116	eV

Relative energy table, unit kcal/mol: arrangement A 0.0; arrangement B 18.3

Arrangement A

The following is a DFT calculation (wB97M-V/def2-TZVPD) of a 2-piece molecular cluster, C8H17N2O overall.

Element x y z (Å)
C -0.51 -0.07 0.47
C -2.68 0.45 -0.28
C -2.35 -1.11 -0.51
C 2.47 0.87 -1.34
C -1.29 2.30 0.67
C -0.45 -2.58 0.17
C 1.53 -0.06 1.36
C 3.10 -0.12 -0.35
N -1.41 0.85 0.34
N -1.02 -1.26 0.04
O 2.19 -0.74 0.47
H -3.10 1.06 -1.19
H -3.43 0.57 0.43
H -3.12 -1.72 -0.07
H -2.44 -1.37 -1.64
H 3.07 1.40 -2.07
H 1.56 0.38 -1.72
H 1.96 1.72 -0.74
H -0.13 2.54 0.71
H -1.80 3.10 -0.08
H -1.76 2.40 1.65
H -0.66 -2.94 1.25
H 0.71 -2.61 0.05
H -0.81 -3.25 -0.55
H 1.39 -0.55 2.34
H 1.55 1.07 1.35
H 3.75 0.48 0.20
H 3.72 -0.84 -0.93

Values from the calculation:
2S+1	1
charge	+1
highest occupied orbital energy	-0.463	Ha
orbital gap	9.2471	eV

Arrangement B

The following is a DFT calculation (wB97M-V/def2-TZVPD) of C8H17N2O as an isolated structure.

Element x y z (Å)
C -1.45 -1.29 -1.46
C -1.64 -0.82 -0.02
C -0.34 -0.04 -0.55
C -2.85 0.15 0.23
C -1.63 -1.61 1.31
C -0.15 2.37 -0.41
C 3.35 0.18 0.59
C 2.23 -0.08 -0.39
N -0.47 -0.59 -1.84
N 0.89 -0.48 0.23
O 2.54 -1.20 -1.19
H -2.09 -1.80 -2.15
H -3.04 0.84 -0.63
H -2.53 0.73 1.03
H -3.75 -0.44 0.47
H -2.15 -2.58 1.12
H -2.06 -1.03 2.09
H -0.75 -1.99 1.65
H -1.16 2.79 -0.13
H 0.06 2.33 -1.51
H 0.61 2.53 0.30
H 4.33 0.46 0.11
H 3.07 1.08 1.20
H 3.46 -0.67 1.27
H 1.94 0.71 -0.99
H 0.57 -0.40 1.14
H 0.83 -1.52 0.09
H 2.03 -1.22 -2.05

Values from the calculation:
2S+1	1
charge	+1
highest occupied orbital energy	-0.484	Ha
orbital gap	9.0710	eV

Relative energy table, unit kcal/mol: arrangement A 0.0; arrangement B 41.4

Arrangement A

The following is a DFT calculation (wB97M-V/def2-TZVPD) of a 2-piece molecular cluster, CH4O2S overall.

Element x y z (Å)
O -0.04 1.58 0.89
C 0.86 0.87 0.56
O 1.84 0.35 1.31
H 0.94 0.52 -0.47
H 1.87 0.93 2.10
S -1.80 -0.91 -1.81
H -1.95 -1.12 -0.49
H -1.72 -2.22 -2.09

Values from the calculation:
2S+1	1
highest occupied orbital energy	-0.362	Ha
orbital gap	10.5811	eV
SMILES	O=CO.S

Arrangement B

The following is a DFT calculation (wB97M-V/def2-TZVPD) of a 2-piece molecular cluster, CH4O2S overall.

Element x y z (Å)
C 0.56 -0.32 -0.90
O 0.09 0.23 -2.03
O 0.10 -0.37 1.67
S -0.22 0.91 2.40
H 0.30 -1.32 -0.61
H -0.63 -0.28 -2.40
H 1.40 0.18 -0.45
H -1.60 0.98 2.31

Values from the calculation:
2S+1	1
highest occupied orbital energy (alpha / beta)	-0.252 / -0.333	Ha
orbital gap (alpha / beta)	5.7934 / 9.8267	eV

Arrangement C

The following is a DFT calculation (wB97M-V/def2-TZVPD) of a 2-piece molecular cluster, CH4O2S overall.

Element x y z (Å)
O -1.17 2.64 0.08
C -0.18 2.02 -0.02
O -0.07 0.66 -0.07
H 0.85 2.40 -0.03
H -0.58 0.18 -0.74
S 0.49 -3.24 0.42
H 0.61 -2.07 1.04
H 0.06 -2.60 -0.68

Values from the calculation:
2S+1	1
highest occupied orbital energy	-0.364	Ha
orbital gap	10.3931	eV
SMILES	O=CO.S

Relative energy table, unit kcal/mol: arrangement A 0.0; arrangement B 85.1; arrangement C 8.1

Arrangement A

The following is a DFT calculation (wB97M-V/def2-TZVPD) of a 2-piece molecular cluster, CH4O2S overall.

Element x y z (Å)
O 1.91 1.33 0.39
C 1.37 0.31 0.10
O 2.04 -0.66 -0.61
H 0.30 0.07 0.27
H 2.97 -0.42 -0.49
S -2.61 0.13 0.51
H -3.11 -1.09 0.58
H -2.86 0.33 -0.77

Values from the calculation:
2S+1	1
highest occupied orbital energy	-0.371	Ha
orbital gap	10.8187	eV
SMILES	O=CO.S

Arrangement B

The following is a DFT calculation (wB97M-V/def2-TZVPD) of a 2-piece molecular cluster, CH4O2S overall.

Element x y z (Å)
O 0.42 -1.69 -0.91
C 1.15 -2.18 -1.72
O 1.20 -3.50 -2.00
H 1.88 -1.65 -2.35
H 0.62 -3.94 -1.36
S -2.22 4.69 2.58
H -1.96 3.38 2.53
H -1.08 4.88 3.23

Values from the calculation:
2S+1	1
highest occupied orbital energy	-0.358	Ha
orbital gap	10.5192	eV
SMILES	O=CO.S

Relative energy table, unit kcal/mol: arrangement A 1.2; arrangement B 0.0